Entry 1:
The following is a quantum chemistry calculation of one molecule with the formula C16H19N3O3S2, from the Open Molecules 2025 dataset.

Structure (XYZ):
```
43
Properties=species:S:1:pos:R:3
H -2.32913 -0.65748 1.32632
C 2.93237 1.20444 -1.11659
C 1.79077 -0.91686 -1.36736
H 2.61541 2.25662 0.72302
C -3.20872 -1.78843 3.61374
H 1.55841 -1.80216 -1.94105
H -5.93034 1.58596 3.60874
H -1.49190 -2.99516 3.94306
C 4.35339 0.02545 -5.22658
H -2.45661 1.40358 2.72246
C -3.18624 1.24357 1.91409
H 4.82817 -0.94372 -5.05120
C -3.29645 -0.25938 1.61862
H 2.88872 -1.01719 -3.57787
C -5.12204 -0.38126 3.16353
N 0.92699 0.44713 1.87715
N 3.17350 -0.14787 -3.14717
C 0.20387 -0.58072 2.09402
H -5.45830 -0.89073 4.06647
O 4.44329 1.71428 -3.50849
H -4.29820 1.27899 4.27307
C 1.25484 -0.73460 -0.11021
S -0.63996 -0.78574 3.59246
C 1.54209 0.41233 0.66284
H 6.20116 1.09887 -5.49045
H -1.66883 -2.51282 2.23664
H -5.83560 -0.55165 2.35109
S 0.17966 -1.78623 0.76278
H 3.42238 -0.14842 -5.77277
C -1.77887 -2.18892 3.26846
H 3.59176 1.94791 -1.53082
N -3.83283 -0.92921 2.78170
H 4.80474 1.88684 -6.21072
O -3.74976 -2.24921 4.59893
C 2.64061 0.06353 -1.87502
C -4.96312 1.12275 3.41035
C 5.27790 0.92438 -6.03613
C 2.39127 1.38073 0.13719
H -3.99969 -0.40579 0.78978
H -2.86441 1.78782 1.02491
H 5.51288 0.46605 -6.99328
C 4.01629 0.64850 -3.87943
O -4.43949 1.77382 2.27368
```

Properties
SMILES string = CCC(=O)Nc1ccc2nc(SCC(=O)N3CCOCC3)sc2c1
energy above the lowest of the compared OMol25 structures with the same formula, charge and spin = 0.0 kcal per mole
net charge = 0
largest force on an atom = 0.0225 Eh/bohr

---

Entry 2:
The following is a quantum chemistry calculation of an isolated ion of composition C5H15N2 and charge +1, from the Open Molecules 2025 dataset.

Structure (XYZ):
```
22
Properties=species:S:1:pos:R:3
H 1.13173 0.99468 -1.02176
H 1.22972 -3.58878 0.12837
H -1.78695 0.17994 -0.66795
C 0.12702 1.29621 -0.72568
H -1.21122 2.32760 2.14335
H 0.50879 -3.04440 -1.38725
C 0.15955 1.91443 0.64372
C 1.29338 -2.83153 -0.66933
H -1.78866 2.95609 0.76416
N 1.12669 -1.47429 -0.16967
H -0.25054 2.05062 -1.41400
C -0.70131 0.02580 -0.80171
H -0.66510 -0.41573 -1.79627
H -0.28433 -0.79075 1.19844
H -1.80405 1.31735 1.00351
H 0.65778 2.87876 0.57121
N -1.25151 2.16981 1.13531
H -0.90106 -1.91670 0.00596
H 2.28306 -2.98595 -1.09268
H 0.57336 1.31558 1.44285
C -0.23321 -1.08588 0.13940
H 1.78687 -1.29285 0.57001
```

Properties
SMILES string = CNCCCC[NH3+]
energy above the lowest of the compared OMol25 structures with the same formula, charge and spin = 25.1 kcal per mole
net charge = +1
largest force on an atom = 0.0191 Eh/bohr

---

Entry 3:
The following is a quantum chemistry calculation of one molecule with the formula C6H9ClO, from the Open Molecules 2025 dataset.

Structure (XYZ):
```
17
Properties=species:S:1:pos:R:3
H -3.30888 -0.09029 -0.03746
C 0.72378 -1.06003 -0.82273
H 2.79181 0.29689 1.56217
C -0.65179 -0.76563 -0.30969
H -3.05119 1.53284 -0.66357
H 1.08324 0.34836 1.55808
H -0.53463 1.22310 -0.78034
C -2.64342 0.77457 0.03379
H 2.72511 -0.20958 -0.96964
H -2.76814 1.15677 1.08001
C 1.95884 0.51123 0.92166
H 2.02106 1.54076 0.52191
C -1.21712 0.48078 -0.35690
H 0.75611 -1.46727 -1.86274
C 1.91522 -0.39327 -0.28462
O 1.63112 -1.74405 -0.00868
Cl -1.43114 -2.13517 0.41877
```

Properties
SMILES string = C/C=C(\Cl)[C@@H]1O[C@@H]1C
energy above the lowest of the compared OMol25 structures with the same formula, charge and spin = 34.9 kcal per mole
net charge = 0
largest force on an atom = 0.0526 Eh/bohr

---

Entry 4:
The following is a quantum chemistry calculation of C29H50BrIrNOP2 as an isolated structure, from the Open Molecules 2025 dataset.

Structure (XYZ):
```
85
Properties=species:S:1:pos:R:3
H 0.48356 1.68687 2.89784
C -1.18325 -0.49159 2.72614
H 0.75619 -0.93115 3.66134
C 4.76598 0.94552 -0.64468
H -0.33420 0.05844 4.66362
H -4.16699 2.96395 -2.19058
H -1.78601 2.21531 3.70682
O -0.66230 0.40050 1.73232
H -4.51736 -1.17991 -1.74728
C -0.33052 1.73061 2.15245
H 3.60713 -2.47803 2.44742
C -5.67330 4.32477 -3.87311
C -4.97853 3.12606 -4.17129
N -6.40947 4.55318 -6.13528
H -3.65121 -1.80784 -0.30272
H -0.89874 0.81167 -4.46631
H -2.62205 2.66972 -1.02344
H 0.53298 -2.45038 -5.14731
C -0.43457 2.90802 -1.22431
H -0.91532 -3.11583 -4.38510
H 4.65538 1.22054 0.41929
H 1.38891 1.64395 -3.82294
H 2.87256 -1.79525 -2.18346
H -0.81654 -1.38970 -4.74890
H -2.14846 -0.10788 3.08080
H 0.05727 2.21143 1.24067
C -1.71631 2.36171 -1.55491
H 1.00112 -1.09982 -3.07866
H 3.46261 -0.21680 -2.79542
H 6.93845 0.81688 -0.57351
H -2.85656 -2.06480 -3.20875
C -3.15346 1.60882 -3.50247
H -5.62734 4.75224 -2.87414
H -0.38456 3.61636 -0.40357
C 0.56261 1.81762 -3.15672
C -0.29488 -0.76402 3.93460
H -1.34068 -1.42410 2.16600
C 4.25164 -1.82476 1.84937
H 2.90906 -0.36108 0.89565
C -0.42146 -2.96883 -0.41293
Ir -1.60334 0.19927 -1.80453
H -1.14631 3.59002 2.80636
C 3.45465 -1.28306 0.63971
C -4.12709 2.50715 -3.18036
C -2.60073 -2.06960 -2.13946
H -3.27206 -0.18861 -0.94604
H -0.66349 -1.67448 4.42623
H -3.18914 0.95836 -4.38607
C -1.31729 -4.19004 -0.22023
H -2.35498 2.54640 2.03867
C -0.71657 1.26633 -3.48436
H -5.88906 3.06520 -7.48509
P -0.82528 -1.80627 -1.73873
C -5.07188 2.66003 -5.51057
H 4.41268 -2.02722 -4.25442
C 6.16033 1.31296 -1.16843
H -0.79400 -4.91019 0.41887
C 0.67234 2.62534 -2.02637
C 4.78283 -1.92954 -3.23191
H 5.11472 -2.42009 1.52038
C -0.24365 -2.25463 -4.40192
H -2.64684 -3.11942 -1.80724
H 5.74971 -1.41154 -3.26755
P 4.55010 -0.86860 -0.73303
H 4.61792 -1.02462 2.50892
H 4.95924 -2.94125 -2.84762
C -1.48324 2.55218 2.70608
H 6.30629 1.02690 -2.21707
H -4.56864 1.75453 -5.84380
H 1.03173 -2.84050 -2.74164
C 0.38704 -2.01115 -3.05079
C -5.80559 3.41073 -6.44872
H 6.31917 2.39286 -1.09088
Br 2.30984 3.32284 -1.56117
H -1.55748 -4.72329 -1.14717
H 3.95785 1.43447 -1.21739
H 0.59995 -3.30594 -0.65527
C -6.35964 5.00341 -4.88202
C 3.76855 -1.18223 -2.35881
C -3.53664 -1.26214 -1.24653
H -2.26165 -3.95271 0.27914
H -0.36381 -2.35956 0.49996
C -1.86935 1.87939 -2.90409
H 2.74609 -2.04351 0.26909
H -6.87059 5.94231 -4.66578
```

Properties
E_tot = -125832.3065 eV
spin multiplicity = 6
net charge = +4
largest force on an atom = 0.0840 Eh/bohr

---

Entry 5:
The following is a quantum chemistry calculation of one molecule with the formula C5H14N2O, from the Open Molecules 2025 dataset.

Structure (XYZ):
```
22
Properties=species:S:1:pos:R:3
O 1.97445 -0.84641 2.05602
C -0.98838 0.91114 -1.99944
H -1.48705 -0.63351 1.66865
H 0.92732 0.69755 2.71194
C 0.65060 -0.34835 2.35827
H 0.45695 -0.90976 3.24863
C -0.61042 0.86953 0.36206
H -0.13111 1.59249 1.18587
C -0.45635 -0.52685 1.26531
H -1.78394 1.15168 0.44993
H -0.84889 -0.16356 -3.67203
H 0.80336 -1.70927 0.08322
H -0.27580 -2.57566 0.93246
H 2.04109 -1.72333 1.63175
H -1.77628 1.77046 -1.83270
N -0.15684 -1.69608 0.42040
H 0.94136 0.38856 -1.22198
C 0.09714 1.07878 -0.96041
N -0.70606 0.79129 -3.44722
H 0.14048 1.20206 -3.73392
H -1.53510 0.01049 -1.72222
H 0.61673 2.10110 -1.14480
```

Properties
SMILES string = NCCC[C@@H](N)CO
energy above the lowest of the compared OMol25 structures with the same formula, charge and spin = 80.5 kcal per mole
net charge = 0
largest force on an atom = 0.0994 Eh/bohr

---

Entry 6:
The following is a quantum chemistry calculation of C20H31BrClMgN2O4PS as an isolated structure, from the Open Molecules 2025 dataset.

Structure (XYZ):
```
62
Properties=species:S:1:pos:R:3
C -0.54813 -1.61429 2.11455
O 0.14461 0.91771 4.01281
C 4.13304 1.71011 0.29506
Mg -4.70964 -1.16771 1.19358
H -3.69518 0.63516 1.72372
C 0.35798 1.33528 -2.71689
C -4.82627 1.89000 0.14557
N -1.87066 -1.34882 2.82106
H -1.97249 1.48577 -0.95280
H 2.36715 -1.40471 -1.92395
C 1.49825 0.89622 -0.22026
C 1.63558 1.51072 -1.72119
H 0.27745 3.39065 -3.91870
C 3.77986 -1.62848 0.41946
H -1.29007 2.35350 -3.89692
C -1.89313 -2.20710 -0.33318
H -3.67940 -0.05732 -0.02496
H -0.63183 -3.60483 -2.55521
C 4.89531 -1.81199 -0.45311
H 0.53195 -1.37107 -2.20518
C 2.70386 1.57367 0.71238
O 0.32297 1.61542 0.28866
C -2.07854 1.53752 0.21327
H -0.90575 3.32551 -2.33595
H 2.38909 -0.82762 2.06910
H 0.28453 -1.41085 2.94748
H 5.93093 -2.21564 -0.88739
H 2.46793 1.93782 1.82512
P -0.63779 1.75853 2.72642
N -2.49854 -3.37359 -0.25740
H -5.19377 1.55266 -0.93481
C 2.28527 -1.43316 1.04527
H -0.24319 1.32917 4.86349
H 1.95091 -2.52341 1.39920
S -2.33492 2.44050 3.49947
H 2.63638 1.13303 -2.19508
C 1.33596 -1.60476 -1.35376
H -2.66528 -1.23926 2.15615
C -0.32779 -0.65236 0.76542
Cl 1.81287 3.38859 -1.53711
C -0.38037 2.71119 -3.20907
H -2.06553 -2.25311 3.34584
H 2.31501 -3.68312 -0.98547
O -1.20223 -0.93615 -0.37738
H 0.77167 0.81316 -3.70808
H -5.70964 1.60513 0.88608
C -0.78550 0.93461 1.04642
C 1.17297 -0.72833 0.01533
C -3.53997 0.94690 0.60787
O 0.31799 3.24274 2.49528
H 0.60101 -3.47654 -0.20168
H 4.43174 1.17454 -0.71280
H 0.62704 -5.11235 -2.41464
C 0.49671 -3.94107 -2.48671
C 1.24463 -3.24459 -1.16306
H -2.10139 2.70236 0.47679
H 1.14192 3.19637 3.09875
H -0.48588 0.63124 -2.31451
H 4.94259 2.34771 0.89509
Br 1.46910 -3.41840 -4.19750
H -0.37419 -2.77196 1.87301
H -4.62717 3.03905 0.21706
```

Properties
E_tot = -140512.0435 eV
net charge = +2
largest force on an atom = 0.2190 Eh/bohr